(1)
{"formula": "C4H7Cl", "method": "the ωB97M-V functional and the def2-TZVPD basis", "species": ["C", "C", "C", "C", "Cl", "H", "H", "H", "H", "H", "H", "H"], "coordinates": [[-0.61, 1.00, -1.05], [-0.58, -0.47, -0.58], [0.53, -0.49, 0.29], [0.67, -0.79, 1.49], [2.34, -0.44, 2.33], [0.30, 1.18, -1.54], [-0.48, 1.54, -0.07], [-1.47, 1.51, -1.91], [-1.34, -0.67, 0.16], [-0.85, -1.31, -1.43], [1.55, -0.16, -0.13], [-0.06, -0.90, 2.45]], "orbital_gap_ha": 0.4002, "max_force_ha_per_bohr": 0.186, "spin_multiplicity": 1, "lumo_ev": 0.96, "relative_energy_kj_mol": 255.9}

(2)
{"formula": "C6H11NO3P", "method": "the ωB97M-V functional and the def2-TZVPD basis", "species": ["C", "C", "C", "C", "C", "C", "N", "O", "O", "O", "P", "H", "H", "H", "H", "H", "H", "H", "H", "H", "H", "H"], "coordinates": [[-3.95, -1.77, 0.40], [3.97, 1.21, -0.24], [-3.13, -0.75, 0.48], [3.21, 0.16, -0.53], [-1.69, -0.67, -0.01], [2.08, 0.24, -1.46], [-0.85, 0.03, 0.90], [-1.09, 2.20, -0.61], [0.72, 2.00, 1.30], [0.13, -0.73, 1.58], [-0.11, 1.43, 0.20], [-5.05, -1.67, 0.75], [-3.81, -2.82, 0.06], [4.67, 1.18, 0.65], [3.83, 2.13, -0.75], [-3.62, 0.18, 0.84], [3.41, -0.71, 0.07], [-1.67, -0.09, -1.09], [-1.30, -1.76, -0.16], [1.56, -0.74, -1.55], [1.91, 0.98, -2.35], [0.79, -0.03, 1.48]], "orbital_gap_ha": [0.2350, 0.2524], "max_force_ha_per_bohr": 0.075, "spin_multiplicity": 1, "lumo_ev": [3.43, 3.48], "relative_energy_kj_mol": 471.8, "charge": -1}

(3)
{"formula": "C30H28BrMoN6O3S4Sb", "method": "the ωB97M-V functional and the def2-TZVPD basis", "species": ["Mo", "C", "O", "C", "C", "C", "C", "C", "C", "N", "N", "C", "O", "C", "C", "C", "C", "C", "C", "C", "O", "H", "H", "H", "H", "H", "H", "H", "H", "H", "H", "H", "H", "Br", "C", "C", "C", "C", "C", "C", "C", "C", "C", "C", "H", "H", "H", "H", "H", "H", "S", "Sb", "S", "S", "S", "C", "C", "C", "C", "N", "C", "N", "N", "N", "H", "H", "H", "H", "H", "H", "H", "H", "H", "H"], "coordinates": [[14.45, 9.99, 11.97], [18.33, 9.35, 14.65], [18.86, 8.98, 13.36], [18.22, 7.94, 12.75], [18.68, 6.64, 12.85], [18.09, 5.57, 12.21], [16.92, 5.72, 11.48], [16.30, 6.98, 11.51], [14.91, 7.00, 11.29], [14.01, 8.01, 11.25], [12.82, 7.64, 10.89], [11.89, 8.56, 11.27], [12.21, 9.66, 11.82], [10.50, 8.18, 11.09], [9.52, 9.03, 11.51], [8.17, 8.68, 11.34], [7.89, 7.43, 10.75], [8.91, 6.60, 10.26], [10.22, 7.00, 10.42], [16.95, 8.17, 12.03], [16.36, 9.31, 11.85], [18.42, 8.52, 15.34], [18.97, 10.19, 14.98], [17.29, 9.69, 14.55], [19.59, 6.48, 13.39], [18.52, 4.56, 12.29], [16.57, 4.93, 10.81], [14.46, 6.05, 10.98], [9.79, 9.97, 12.01], [7.39, 9.35, 11.68], [6.88, 7.02, 10.70], [8.63, 5.63, 9.84], [11.06, 6.42, 10.02], [12.20, 12.56, 10.74], [12.11, 11.32, 9.29], [11.01, 11.43, 8.47], [10.90, 10.80, 7.21], [11.96, 10.07, 6.69], [13.16, 9.93, 7.47], [14.31, 9.37, 6.91], [15.49, 9.27, 7.64], [15.43, 9.54, 9.03], [14.32, 10.09, 9.64], [13.20, 10.46, 8.87], [10.19, 11.99, 8.90], [9.93, 10.90, 6.69], [11.89, 9.53, 5.72], [14.30, 8.95, 5.92], [16.37, 8.72, 7.25], [16.29, 9.29, 9.63], [12.64, 12.03, 16.82], [14.87, 11.92, 16.18], [13.45, 10.77, 13.93], [14.46, 8.97, 14.11], [15.25, 14.08, 15.43], [19.99, 13.32, 12.46], [19.05, 14.34, 13.09], [18.70, 13.94, 14.51], [17.78, 14.57, 12.30], [17.07, 13.36, 11.91], [16.01, 12.71, 12.46], [15.60, 11.77, 11.57], [16.43, 11.89, 10.53], [17.35, 12.78, 10.67], [20.89, 13.23, 13.09], [20.31, 13.60, 11.42], [19.51, 12.36, 12.35], [19.56, 15.28, 13.15], [18.31, 12.92, 14.53], [17.92, 14.58, 14.97], [19.63, 14.06, 15.08], [18.05, 15.10, 11.39], [17.15, 15.15, 12.98], [15.42, 13.08, 13.34]], "orbital_gap_ha": [0.1764, 0.0990], "max_force_ha_per_bohr": 0.100, "spin_multiplicity": 3, "lumo_ev": [4.30, 2.49], "relative_energy_kj_mol": 0.0, "s_squared": 2.03, "charge": -2}

(4)
{"formula": "C6H10O", "method": "the ωB97M-V functional and the def2-TZVPD basis", "species": ["C", "C", "C", "O", "C", "C", "C", "H", "H", "H", "H", "H", "H", "H", "H", "H", "H"], "coordinates": [[-1.56, -1.61, -0.45], [-0.56, -0.64, 0.04], [0.78, -0.65, -0.14], [1.57, -1.57, -0.75], [1.42, 0.49, 0.58], [0.23, 1.27, 1.06], [-0.88, 0.56, 0.80], [-1.99, -2.23, 0.33], [-1.18, -2.33, -1.18], [-2.42, -1.17, -0.95], [1.00, -2.26, -1.12], [2.09, 1.05, -0.06], [2.02, 0.11, 1.42], [0.30, 2.20, 1.62], [-1.90, 0.85, 1.07], [0.36, 2.85, -0.82], [0.71, 3.07, -1.47]], "orbital_gap_ha": 0.3120, "max_force_ha_per_bohr": 0.021, "spin_multiplicity": 1, "lumo_ev": 0.78, "relative_energy_kj_mol": 136.5}

(5)
{"formula": "C64H85AsBrCaN2OP2SSi", "method": "the ωB97M-V functional and the def2-TZVPD basis", "species": ["Ca", "N", "P", "C", "C", "C", "C", "C", "C", "C", "C", "C", "C", "C", "C", "P", "C", "C", "C", "C", "C", "C", "C", "C", "C", "C", "C", "C", "H", "H", "H", "H", "H", "H", "H", "H", "H", "H", "H", "H", "H", "H", "H", "H", "H", "H", "H", "H", "H", "C", "C", "S", "O", "C", "C", "H", "H", "H", "H", "H", "H", "H", "H", "H", "H", "C", "C", "C", "C", "C", "C", "As", "N", "C", "C", "C", "C", "C", "C", "C", "C", "C", "C", "C", "C", "C", "C", "C", "C", "C", "C", "H", "H", "H", "H", "H", "H", "H", "H", "H", "H", "H", "H", "H", "H", "H", "H", "H", "H", "H", "H", "H", "H", "H", "H", "H", "H", "H", "C", "C", "C", "C", "Si", "Br", "C", "C", "C", "C", "C", "C", "C", "C", "H", "H", "H", "H", "H", "H", "H", "H", "H", "H", "H", "H", "H", "H", "H", "H", "H", "H", "H", "H", "H", "H", "H", "H", "H", "H", "H"], "coordinates": [[-0.32, -0.26, 0.31], [1.90, 2.23, -0.45], [2.12, 0.56, -0.82], [2.33, 0.53, -2.62], [1.18, 0.27, -3.37], [1.21, 0.34, -4.76], [2.40, 0.66, -5.40], [3.55, 0.91, -4.66], [3.51, 0.84, -3.28], [3.77, 0.19, -0.17], [4.34, -1.04, -0.50], [5.58, -1.39, 0.00], [6.26, -0.51, 0.84], [5.69, 0.71, 1.18], [4.45, 1.06, 0.68], [0.30, 2.80, -0.29], [0.54, 4.33, 0.67], [-0.60, 5.08, 0.94], [-0.52, 6.25, 1.67], [0.72, 6.68, 2.15], [1.85, 5.93, 1.90], [1.77, 4.75, 1.16], [-0.17, 3.42, -1.93], [0.77, 3.74, -2.91], [0.35, 4.22, -4.14], [-1.00, 4.40, -4.40], [-1.94, 4.10, -3.43], [-1.52, 3.61, -2.20], [2.57, 2.86, -0.89], [0.24, 0.03, -2.89], [0.32, 0.14, -5.33], [2.43, 0.71, -6.48], [4.48, 1.15, -5.16], [4.42, 1.03, -2.71], [3.81, -1.72, -1.15], [6.01, -2.34, -0.26], [7.23, -0.78, 1.23], [6.22, 1.39, 1.84], [4.00, 2.00, 0.96], [-1.57, 4.76, 0.57], [-1.41, 6.83, 1.87], [0.79, 7.60, 2.73], [2.81, 6.26, 2.28], [2.66, 4.17, 0.99], [1.83, 3.60, -2.74], [1.09, 4.45, -4.90], [-1.32, 4.78, -5.37], [-2.99, 4.24, -3.62], [-2.27, 3.36, -1.45], [0.29, -1.54, 4.88], [0.93, -0.17, 4.71], [0.27, 0.68, 3.28], [0.96, 0.00, 2.08], [1.10, 2.26, 3.46], [0.28, 3.25, 4.25], [0.77, -2.05, 5.72], [0.44, -2.16, 4.00], [-0.77, -1.47, 5.08], [2.00, -0.22, 4.52], [0.74, 0.49, 5.56], [1.23, 2.59, 2.43], [2.09, 2.06, 3.88], [-0.71, 3.39, 3.81], [0.79, 4.22, 4.24], [0.15, 2.95, 5.29], [-6.77, 5.35, 0.07], [-5.88, 4.17, -0.18], [-5.08, 3.64, 0.81], [-4.26, 2.53, 0.61], [-3.38, 2.12, 1.77], [-4.28, 1.89, -0.65], [-3.15, 0.39, -1.20], [-2.45, -0.49, 0.23], [-3.11, -1.18, 1.24], [-2.33, -1.90, 2.17], [-2.90, -2.61, 3.21], [-4.28, -2.62, 3.39], [-5.06, -1.90, 2.50], [-4.50, -1.19, 1.45], [-4.34, -0.97, -1.99], [-5.71, -1.18, -1.77], [-6.61, -0.35, -0.88], [-6.35, -2.24, -2.41], [-5.69, -3.10, -3.27], [-6.41, -4.24, -3.94], [-4.34, -2.86, -3.50], [-3.66, -1.83, -2.89], [-2.21, -1.65, -3.26], [-5.03, 2.47, -1.69], [-5.03, 1.93, -3.10], [-5.82, 3.58, -1.44], [-6.66, 5.73, 1.09], [-7.82, 5.09, -0.07], [-6.55, 6.17, -0.62], [-5.07, 4.11, 1.79], [-3.29, 2.96, 2.46], [-2.38, 1.84, 1.44], [-3.78, 1.28, 2.32], [-1.25, -1.94, 2.06], [-2.26, -3.16, 3.89], [-4.73, -3.18, 4.20], [-6.14, -1.89, 2.62], [-5.13, -0.61, 0.79], [-6.14, 0.52, -0.43], [-7.00, -0.98, -0.08], [-7.47, 0.00, -1.46], [-7.41, -2.39, -2.22], [-7.46, -4.26, -3.68], [-5.97, -5.20, -3.65], [-6.33, -4.17, -5.03], [-3.81, -3.51, -4.19], [-1.91, -2.43, -3.96], [-1.55, -1.73, -2.39], [-2.02, -0.68, -3.72], [-4.09, 1.45, -3.38], [-5.20, 2.75, -3.81], [-5.83, 1.20, -3.25], [-6.40, 4.00, -2.25], [-2.51, -4.48, -0.04], [-1.59, -5.52, -0.71], [-2.01, -6.92, -0.22], [-1.90, -5.45, -2.22], [0.26, -5.25, -0.37], [0.55, -2.97, -0.65], [1.44, -5.96, -1.69], [1.33, -5.27, -3.06], [2.91, -5.82, -1.27], [1.13, -7.46, -1.89], [0.83, -5.56, 1.43], [-0.25, -5.14, 2.43], [2.09, -4.78, 1.83], [1.10, -7.06, 1.63], [-3.54, -4.69, -0.34], [-2.29, -3.46, -0.37], [-2.47, -4.49, 1.04], [-3.06, -7.08, -0.47], [-1.92, -7.03, 0.86], [-1.45, -7.73, -0.69], [-2.98, -5.54, -2.35], [-1.43, -6.24, -2.79], [-1.61, -4.49, -2.64], [1.57, -4.20, -3.00], [0.36, -5.37, -3.53], [2.06, -5.73, -3.73], [3.19, -4.78, -1.10], [3.54, -6.20, -2.08], [3.15, -6.39, -0.37], [0.15, -7.63, -2.32], [1.20, -8.04, -0.97], [1.87, -7.87, -2.59], [-0.53, -4.09, 2.31], [0.15, -5.27, 3.44], [-1.16, -5.73, 2.37], [1.91, -3.70, 1.85], [2.94, -4.95, 1.18], [2.38, -5.09, 2.84], [0.26, -7.69, 1.36], [1.32, -7.24, 2.69], [1.97, -7.41, 1.06]], "orbital_gap_ha": 0.2760, "max_force_ha_per_bohr": 0.022, "spin_multiplicity": 1, "lumo_ev": -1.53, "relative_energy_kj_mol": 43.1, "charge": 1}

(6)
{"formula": "C3H3BCl3FN2O4", "method": "the ωB97M-V functional and the def2-TZVPD basis", "species": ["O", "N", "O", "B", "C", "O", "N", "C", "O", "F", "H", "H", "Cl", "C", "Cl", "Cl", "H"], "coordinates": [[-1.24, 0.98, -0.20], [-1.17, 0.23, 0.66], [0.28, 0.00, 1.01], [0.58, -1.29, 1.20], [2.13, -1.62, 1.42], [2.87, -0.93, 2.04], [2.63, -2.86, 0.79], [3.01, -2.73, -0.54], [3.92, -2.15, -1.00], [2.13, -3.40, -1.33], [-0.26, -2.14, 1.20], [1.94, -3.59, 0.88], [-2.50, 4.95, -2.30], [-3.28, 3.84, -1.18], [-4.08, 4.71, 0.13], [-4.42, 2.78, -2.02], [-2.52, 3.21, -0.74]], "orbital_gap_ha": 0.3382, "max_force_ha_per_bohr": 0.012, "spin_multiplicity": 1, "lumo_ev": -1.47}